The following is a quantum chemistry calculation of a structure of composition C31H59AsBr2NSbSeSi2Sn, from OMol25.

Output
**HOMO-LUMO gap**: 6.57 eV
**Net charge**: +2
**Strongest force on any atom**: 0.0013 hartree/bohr
**Energy relative to the best compared isomer or geometry (same formula, charge and spin)**: 0.00 kJ/mol

Structure (XYZ):
```
99
Properties=species:S:1:pos:R:3:forces:R:3
Sb -2.08668 -1.37107 -0.13237 0.019 0.053 0.021
Sn -0.03146 0.25332 0.96121 0.027 -0.017 0.018
Br -0.82088 2.88169 -0.50263 -0.038 -0.032 -0.002
Br -3.70045 2.91505 0.90613 0.027 -0.021 0.004
Se -1.19578 1.12768 3.01636 0.005 -0.047 -0.007
As -0.79579 2.21355 -4.32372 0.000 0.005 0.019
Si 2.49044 0.46657 -1.45028 -0.023 -0.027 -0.021
Si 3.13355 1.45051 1.54702 0.009 0.008 -0.037
N 1.08993 -1.61560 1.50910 -0.019 0.008 -0.012
C 0.27257 -0.49470 4.89126 -0.016 0.010 -0.016
C 2.20140 3.05811 1.72905 0.028 0.019 0.005
C -4.80284 -1.58743 -1.40890 -0.002 -0.017 0.021
C 3.40722 0.60899 3.18742 0.000 -0.019 0.004
C -1.75326 -4.31066 -1.08351 0.004 0.002 0.010
C 1.03210 -2.83389 2.06838 0.009 0.012 0.001
C -2.84875 -2.06655 1.77943 -0.048 -0.010 -0.001
C -1.48448 -2.55938 -2.87526 -0.024 -0.002 -0.005
C 2.42291 2.26273 -1.95041 -0.006 0.045 -0.013
C 1.20093 -0.48114 -2.41154 -0.008 -0.001 0.004
C 3.35949 -1.95587 0.91079 -0.013 0.026 0.002
C 2.09184 0.24971 0.42071 -0.018 -0.015 0.063
C -1.24351 -2.91093 -1.40896 -0.020 -0.006 -0.010
C -1.98526 3.75473 0.78960 0.007 0.018 -0.029
C 1.57385 1.65378 6.08169 0.004 0.011 -0.007
C 0.73480 1.87512 4.99823 -0.009 0.003 0.000
C -2.59285 2.51533 -5.03723 -0.010 -0.008 0.003
C 0.09358 0.79573 4.40381 -0.008 -0.007 0.017
C 3.30327 -3.21210 1.48229 -0.008 -0.012 0.012
C 4.14550 -0.28407 -1.87844 -0.003 -0.031 -0.009
C -3.80911 -0.47912 -1.06811 0.027 0.022 -0.027
C -3.46416 0.40615 -2.25555 -0.015 -0.004 -0.008
C 2.21918 -1.15349 0.93067 0.025 0.002 -0.019
C 1.12541 -0.70757 5.96349 0.006 0.005 0.004
C 4.82206 1.76691 0.81699 0.001 0.012 0.021
C 0.03596 1.53509 -5.95873 0.007 -0.003 0.002
C 2.12325 -3.66781 2.07186 0.018 -0.001 -0.010
C -3.20871 -3.54597 1.84384 0.004 0.010 0.006
C -4.03351 -1.18025 2.15983 0.014 -0.009 0.013
C -0.15575 4.05914 -4.44239 -0.008 0.011 0.003
C 1.77651 0.36644 6.55714 0.000 -0.009 -0.001
H 2.06582 2.49172 6.55761 -0.003 -0.001 -0.004
H -4.20707 0.13634 -0.26016 0.005 0.006 0.002
H -3.20408 3.03676 -4.30064 0.005 0.005 0.001
H -3.80004 -0.11610 2.11303 -0.002 0.020 0.003
H 1.26618 -1.70854 6.34955 -0.001 0.003 -0.002
H 4.35469 -0.01885 -2.91878 0.001 -0.011 0.000
H -3.06455 1.56009 -5.26608 -0.007 -0.007 -0.003
H -2.02374 -1.85301 2.46439 -0.004 -0.009 0.015
H 1.39996 2.60106 -2.12556 0.023 -0.016 0.011
H -3.05734 -0.16500 -3.08968 -0.005 -0.016 -0.001
H -2.10731 4.76998 0.43443 -0.018 0.009 0.004
H -3.64903 -3.75176 2.82215 0.002 0.004 -0.001
H -0.64735 4.67065 -3.68576 -0.001 0.003 0.002
H -1.49652 3.70093 1.75419 -0.001 0.009 -0.003
H -1.44096 -4.65573 -0.10027 -0.002 0.008 -0.018
H -4.43555 -2.23550 -2.20456 0.002 0.005 -0.002
H 2.06787 3.57093 0.77482 -0.007 -0.011 0.023
H 0.19113 -0.09411 -2.24275 0.030 0.012 -0.006
H -2.53259 -2.69491 -3.14267 0.008 0.004 -0.008
H 5.43580 0.86397 0.80916 -0.008 0.002 0.000
H 4.15210 -0.18462 3.09684 -0.002 0.002 -0.008
H -5.72931 -1.13209 -1.76581 0.003 0.002 0.005
H -0.17875 -2.85134 -1.18049 0.030 0.007 -0.010
H 0.08922 -3.11770 2.51943 -0.014 -0.003 -0.004
H 1.23483 -1.54693 -2.17321 -0.002 -0.007 0.009
H 2.50725 0.17874 3.62812 0.007 0.002 0.000
H 2.43092 0.20011 7.40219 -0.002 0.000 -0.002
H 3.80173 1.34008 3.89685 -0.001 -0.005 0.004
H 1.11727 1.49067 -5.83056 0.008 -0.002 0.000
H 2.78319 3.71759 2.37880 -0.023 0.011 -0.005
H -3.94914 -3.82518 1.09320 0.007 0.000 0.003
H 4.27410 -1.58708 0.46944 -0.012 0.000 0.001
H -0.36929 4.47593 -5.42616 0.001 -0.005 -0.002
H -1.33834 -5.00236 -1.82033 -0.001 0.002 0.001
H -2.34473 -4.19722 1.72990 -0.004 -0.006 0.007
H -4.90100 -1.37718 1.52852 0.009 0.005 0.010
H -0.19247 2.18302 -6.80432 -0.002 0.001 0.002
H -0.27019 -1.32234 4.45221 0.003 -0.006 -0.002
H 2.06264 -4.64478 2.52867 0.003 0.004 -0.001
H 1.21888 2.93034 2.19031 -0.009 -0.014 0.010
H 2.94520 2.35488 -2.90728 0.001 0.002 0.002
H 4.18299 -3.84254 1.47972 -0.003 -0.002 0.000
H -0.32896 0.53060 -6.17102 -0.001 -0.001 -0.004
H 4.11449 -1.37458 -1.83311 0.018 0.015 -0.005
H 2.89958 2.95490 -1.25729 0.023 -0.018 0.000
H 4.82793 2.19628 -0.18384 -0.013 0.019 -0.003
H -4.32406 -1.40251 3.18865 0.009 -0.005 -0.003
H -1.18657 -1.54597 -3.13922 0.007 -0.009 0.014
H 0.91928 4.09288 -4.26955 0.014 0.001 0.003
H -2.54766 3.11279 -5.94718 0.004 -0.001 0.001
H -5.05624 -2.20951 -0.54861 -0.006 -0.002 -0.020
H -0.90360 -3.24547 -3.49553 0.001 -0.001 0.001
H -4.37680 0.89351 -2.60672 -0.004 -0.005 0.002
H 0.56897 2.88026 4.63325 0.008 0.001 -0.004
H -2.74796 1.18579 -1.99949 0.009 0.017 -0.006
H 1.38783 -0.38310 -3.48401 -0.009 -0.002 -0.006
H -2.83978 -4.38279 -1.14966 0.005 0.003 -0.003
H 5.32284 2.47875 1.48017 0.004 0.001 -0.010
H 4.98580 0.07047 -1.28365 -0.026 -0.007 -0.007
```
Positions in Å, forces in eV/Å.

These are the Löwdin partial charges, in e, on atoms 1 to 8: Sb 1.548; Sn 0.768; Br 0.668; Br 0.674; Se 0.735; As 0.995; Si 0.441; Si 0.467

The following is a quantum chemistry calculation of a cluster of 6 separate species, C31H59INO14 in total at a distorted geometry, from OMol25.

Output
**HOMO-LUMO gap**: 6.92 eV
**Net charge**: -1
**Strongest force on any atom**: 0.1202 hartree/bohr

Structure (XYZ):
```
106
Properties=species:S:1:pos:R:3:forces:R:3
I -0.64669 -5.29395 -0.58658 0.501 0.239 0.723
O 4.96106 -2.40419 -2.82213 0.788 -2.051 1.827
O 3.73137 6.10084 -0.25924 -0.314 0.318 -0.488
O -11.59525 -2.56348 -0.20375 0.639 0.314 -0.151
O -0.39151 2.80075 -0.38259 -0.314 0.593 -0.814
O -9.83310 -1.39285 -0.85638 -0.411 0.337 0.286
O 0.41482 -3.10514 3.31338 0.863 0.789 -5.353
O 6.26310 -4.36895 -2.62859 -1.872 3.563 1.016
O -5.04209 -0.10707 -1.13374 -0.778 -0.079 -0.138
O 1.81660 1.37492 3.03201 0.621 0.542 -0.201
O -4.58161 -2.02697 -2.14988 -0.279 0.783 0.404
O -0.72282 4.06258 -2.17765 -0.136 -0.414 -0.503
O 3.41723 2.82126 3.53188 -0.294 -0.524 -0.017
O -0.85556 -2.52702 1.50914 3.051 -0.330 -0.681
O 1.92512 5.45354 0.84972 0.702 0.442 -0.466
N 2.04728 -4.21528 0.53594 -1.347 -0.406 0.693
C 3.67492 -3.02346 -3.12093 -2.086 -0.207 -1.957
C -10.39967 -2.51997 -0.39153 -0.481 -0.157 -0.137
C 2.52266 -6.56484 -1.19492 0.411 -1.234 -0.003
C -4.25023 -1.17620 -1.35206 0.839 -0.559 -0.320
C 2.80104 -1.74468 -1.01618 -0.296 -0.022 -0.340
C -7.86996 -1.78702 -2.24533 -0.013 -0.089 -0.115
C -4.79499 0.84440 -0.09094 0.131 0.253 0.097
C 3.89286 5.56647 2.13617 0.366 0.584 0.288
C -2.92286 -1.23798 -0.65437 -0.090 -0.251 0.587
C -0.71955 3.87066 -0.84238 0.445 -0.434 0.862
C -0.21023 6.34825 -2.83139 0.133 0.108 0.165
C 1.56152 -1.70757 -0.00250 0.878 0.316 0.681
C 2.41731 -2.21130 -2.50146 0.855 -0.354 0.093
C 1.11472 -5.33697 0.75938 1.891 -2.129 -0.348
C 1.17313 0.08911 3.14816 -0.381 -0.352 0.294
C 3.10249 5.72634 0.87266 -0.317 -0.468 0.531
C 3.22698 0.97540 4.99893 0.422 -0.628 0.056
C 5.83078 -3.30217 -2.14220 1.569 -2.237 -0.189
C 1.64967 -2.90386 1.10212 0.112 2.230 -0.033
C 5.07891 6.58880 -0.31057 0.143 -0.205 0.064
C -9.54728 -3.73979 -0.19269 0.481 -0.150 0.556
C -1.23808 5.23421 -2.82231 0.179 0.129 0.087
C 0.13872 0.09114 4.25385 -0.081 0.081 0.220
C 1.92767 -6.67463 0.28594 0.421 0.831 0.132
C 6.28971 -2.95532 -0.62898 -1.245 0.681 -0.974
C 0.29905 -2.83808 1.94314 -2.246 -0.781 5.705
C 2.84703 1.77915 3.78929 -0.414 0.217 -0.214
C -8.41404 -1.18559 -0.96641 0.289 -0.162 -0.327
C -3.76991 1.87240 -0.51743 0.243 -0.021 -0.170
C -1.04150 5.01977 0.06371 -0.761 0.383 0.138
C 6.07317 5.44516 -0.33404 0.013 -0.200 0.112
H 2.76795 1.42134 5.88358 0.037 -0.029 -0.092
H 5.73448 -1.99783 -0.33989 0.931 -1.401 -0.092
H 5.86790 4.78013 -1.17619 0.018 0.138 0.001
H -1.66932 5.78717 -0.38965 0.133 0.031 -0.080
H 6.00904 4.83660 0.57010 0.037 0.112 -0.005
H 2.94957 -0.07617 4.93876 -0.214 0.117 0.050
H 3.12564 -7.53587 -1.37468 -0.863 1.478 0.189
H -1.45909 4.94324 -3.85246 0.065 -0.220 0.177
H -2.80612 1.41052 -0.73910 -0.032 0.097 0.165
H 1.91174 -0.70782 3.26239 -0.069 0.079 0.113
H 2.17076 -1.32054 -3.17980 0.467 -1.138 1.060
H 3.25786 -5.70591 -1.32244 -1.133 -1.017 0.319
H 1.48957 -2.89842 -2.54326 1.562 0.907 0.301
H 0.05924 6.65656 -1.81917 -0.075 -0.006 -0.047
H -2.88523 -0.67338 0.27588 0.174 0.005 -0.163
H 5.92814 -3.84740 0.00521 0.729 1.484 -0.961
H 5.16290 7.15451 -1.24198 -0.274 -0.087 0.068
H -8.01716 -2.86872 -2.27732 0.093 0.037 0.077
H -0.37537 -0.87142 4.29880 0.167 -0.037 -0.165
H 5.26859 7.29779 0.49909 -0.039 -0.131 0.056
H 2.49649 -2.57039 1.81509 -1.424 -0.595 -0.935
H -6.80203 -1.58171 -2.34244 -0.134 -0.071 0.019
H -1.59878 4.63638 0.92018 0.268 -0.085 0.001
H -4.09184 2.38138 -1.42986 -0.109 -0.005 0.100
H 0.53542 -1.66658 -0.49389 1.402 -0.263 0.507
H -5.74886 1.34372 0.10003 -0.038 -0.223 -0.185
H 4.31304 1.00013 5.10379 -0.112 0.259 0.069
H 0.83152 -5.54822 1.84365 -0.315 0.877 -1.465
H 1.67598 -0.73637 0.61438 -0.372 -1.525 -1.047
H -9.90410 -4.27077 0.69125 -0.180 -0.017 -0.228
H -9.64074 -4.38801 -1.06623 0.003 0.068 0.080
H -4.51989 0.33934 0.83792 0.074 -0.012 -0.120
H -8.39105 -1.37298 -3.11257 0.004 0.082 0.111
H 1.73239 -6.52685 -2.01865 0.969 0.121 1.323
H -2.14740 -0.87349 -1.33164 -0.044 -0.049 0.062
H 2.83188 -6.74349 1.00579 -1.306 0.027 -0.978
H 0.67326 -0.08831 2.19333 0.133 0.267 0.154
H -7.89668 -1.54890 -0.07500 -0.072 -0.088 -0.061
H 3.27450 5.89113 2.97401 -0.079 -0.342 -0.105
H 3.62431 -4.13983 -2.85869 0.371 1.771 -0.026
H -0.59237 7.22017 -3.36745 0.002 -0.050 -0.012
H 3.54768 -2.97399 -4.26811 0.357 -0.199 1.683
H -2.71014 -2.27337 -0.38698 0.144 0.071 -0.186
H -8.49480 -3.52290 -0.01460 -0.029 -0.019 -0.229
H 0.59038 0.28774 5.22933 0.040 -0.080 -0.009
H 3.59386 -2.47107 -0.61565 -1.244 0.956 -0.500
H -8.26529 -0.10324 -0.98965 -0.267 -0.103 0.068
H -2.18862 5.53900 -2.37727 0.097 0.010 0.094
H -3.62289 2.61530 0.26968 0.009 -0.044 -0.024
H 7.09373 5.82420 -0.42292 -0.051 0.000 -0.019
H 4.80059 6.16867 2.17574 0.050 -0.109 -0.136
H 4.14940 4.51319 2.26356 -0.175 0.081 0.076
H 0.71074 6.01186 -3.31335 -0.126 -0.010 -0.033
H 3.32724 -0.72065 -1.09900 -0.911 -1.539 0.222
H 1.30914 -7.62688 0.44386 0.756 1.517 -0.365
H 2.95417 -4.50938 0.91968 -0.632 0.203 -0.168
H 7.41540 -2.79888 -0.55551 -1.566 -0.425 -0.218
H -0.11024 5.46894 0.41064 -0.083 -0.138 -0.051
H -0.59851 0.87993 4.08342 0.048 -0.028 -0.115
```
Positions in Å, forces in eV/Å.

These are the Löwdin partial charges, in e, on atoms 1 to 8: I 0.778; O -0.081; O -0.001; O 0.082; O 0.098; O -0.005; O -0.215; O 0.045